{"formula": "C41H57BN6O3SbSe4Sn", "method": "ωB97M-V/def2-TZVPD", "species": ["Sn", "C", "C", "C", "C", "C", "C", "C", "C", "C", "N", "N", "B", "N", "N", "C", "C", "C", "C", "C", "C", "C", "C", "C", "N", "N", "C", "C", "C", "C", "C", "C", "C", "C", "C", "H", "H", "H", "H", "H", "H", "H", "H", "H", "H", "H", "H", "H", "H", "H", "H", "H", "H", "H", "H", "H", "H", "H", "H", "H", "H", "H", "H", "H", "H", "H", "H", "H", "H", "H", "H", "H", "H", "H", "H", "H", "H", "H", "H", "H", "H", "O", "C", "C", "O", "O", "C", "C", "C", "C", "C", "C", "C", "C", "C", "C", "C", "C", "H", "H", "H", "H", "H", "H", "H", "H", "H", "H", "H", "Se", "Sb", "Se", "Se", "Se"], "coordinates": [[-20.0436, -1.1286, -9.6066], [-24.8225, -2.7472, -8.1144], [-23.4427, -2.2706, -8.6968], [-23.6465, -1.9670, -10.1361], [-22.9080, -1.1039, -7.9123], [-23.4492, -0.4257, -6.7834], [-22.5194, 0.4662, -6.4052], [-22.6587, 1.2496, -5.1203], [-23.3895, 2.5403, -5.2415], [-21.3463, 1.3683, -4.3776], [-21.4807, 0.4539, -7.2719], [-21.7636, -0.5172, -8.1880], [-20.6718, 1.6668, -7.7280], [-19.1298, 1.3576, -7.7972], [-18.6808, 0.4318, -8.6580], [-17.3698, 0.3413, -8.5767], [-16.8958, 1.2767, -7.6315], [-18.0523, 1.8683, -7.1249], [-18.1069, 3.0047, -6.1951], [-17.3476, 4.2145, -6.7868], [-17.6459, 2.7228, -4.7343], [-16.5649, -0.6052, -9.4790], [-16.0564, 0.0309, -10.7640], [-15.3820, -1.2396, -8.7318], [-21.0914, 2.0502, -9.1484], [-20.8918, 1.1092, -10.1444], [-21.1696, 1.6833, -11.3127], [-21.5695, 3.0053, -11.0780], [-21.5068, 3.2090, -9.7173], [-22.0020, 4.5407, -9.1583], [-21.2173, 5.1594, -8.0256], [-23.5027, 4.4271, -8.8092], [-21.1012, 0.8996, -12.6017], [-19.9132, 1.3496, -13.4785], [-22.4493, 0.9748, -13.3559], [-25.0995, -3.7085, -8.5229], [-25.6114, -2.0770, -8.4325], [-24.8197, -2.8167, -7.0292], [-22.7327, -3.1150, -8.6079], [-24.4107, -1.1852, -10.3442], [-24.0687, -2.8343, -10.6413], [-22.7472, -1.6161, -10.6411], [-24.3575, -0.6509, -6.2665], [-23.2566, 0.5326, -4.5209], [-22.8114, 3.2797, -5.8121], [-23.5503, 3.0126, -4.2818], [-24.3665, 2.3987, -5.7072], [-20.7204, 2.2051, -4.7079], [-20.8187, 0.4638, -4.5343], [-21.5337, 1.5408, -3.3188], [-20.9604, 2.5528, -7.0240], [-15.8619, 1.5057, -7.3443], [-19.1055, 3.3720, -6.1081], [-16.2981, 4.1222, -6.7268], [-17.6021, 5.1298, -6.2572], [-17.6234, 4.3287, -7.8247], [-16.5749, 2.5802, -4.6325], [-18.1099, 1.8186, -4.3034], [-17.9133, 3.6476, -4.1395], [-17.2246, -1.4655, -9.7394], [-15.4867, 0.9077, -10.4900], [-16.9256, 0.3501, -11.3910], [-15.4908, -0.7236, -11.4096], [-14.5944, -0.4543, -8.5679], [-14.9365, -2.0091, -9.3590], [-15.7471, -1.7212, -7.8276], [-21.7820, 3.7255, -11.8141], [-21.8635, 5.2623, -9.9652], [-21.3061, 4.6133, -7.0680], [-21.6344, 6.1768, -7.7571], [-20.1446, 5.2564, -8.2219], [-23.6964, 3.7654, -7.9834], [-24.0921, 4.0378, -9.6481], [-23.9916, 5.3604, -8.4822], [-20.8356, -0.1666, -12.3593], [-20.0603, 2.3643, -13.9064], [-19.6648, 0.5914, -14.2448], [-19.0007, 1.4072, -12.8689], [-22.6246, 1.9881, -13.7193], [-23.3190, 0.6729, -12.7341], [-22.4412, 0.3663, -14.2424], [-18.9921, -1.7976, -7.3256], [-19.4301, -2.9112, -6.5616], [-20.4853, -3.6289, -7.5356], [-21.1237, -4.5386, -7.0389], [-20.5526, -3.1432, -8.6887], [-18.3122, -3.8946, -6.3963], [-18.4267, -4.8428, -5.3991], [-17.4496, -5.8248, -5.2542], [-16.3073, -5.7775, -6.0245], [-16.1698, -4.8310, -7.0554], [-17.1952, -3.8818, -7.2135], [-19.9421, -2.4728, -5.1607], [-21.2178, -2.6856, -4.6110], [-21.4935, -2.3552, -3.2809], [-20.5461, -1.7717, -2.4821], [-19.2760, -1.5485, -2.9860], [-18.9895, -1.9259, -4.2903], [-18.4124, -1.1365, -6.8791], [-19.2375, -4.8849, -4.7233], [-17.5021, -6.6180, -4.5260], [-15.5541, -6.5794, -5.8713], [-15.4213, -4.9581, -7.7863], [-17.0865, -3.3060, -8.1145], [-21.9757, -3.0808, -5.3133], [-22.4545, -2.6099, -2.8767], [-20.6979, -1.6545, -1.4152], [-18.4593, -1.2747, -2.3615], [-17.9510, -1.8645, -4.6086], [-22.5310, -4.2202, -13.4265], [-20.3224, -3.4661, -13.3051], [-19.1612, -4.9427, -11.3935], [-17.2288, -3.8064, -10.8205], [-18.7843, -5.5185, -13.6823]], "mulliken_charge": [-0.600, -1.996, 1.474, -1.078, -0.474, -1.326, -0.152, 0.501, -1.505, -0.999, 0.926, 0.626, 0.118, 1.028, 0.425, 0.054, -0.938, 0.211, 1.394, -1.807, -1.575, 2.517, -1.365, -1.653, 0.569, 1.061, -1.042, -0.872, 0.291, 0.251, -1.360, -1.378, 1.630, -1.414, -1.608, 0.483, 0.389, 0.414, -0.245, 0.253, 0.459, 0.057, 0.626, 0.606, 0.050, 0.525, 0.296, 0.013, -0.220, 0.556, -0.764, 0.454, -0.418, 0.402, 0.408, 0.398, 0.427, 0.180, 0.372, -1.801, 0.385, 0.006, 0.424, 0.362, 0.463, 0.314, 0.579, 0.452, -0.062, 0.451, 0.296, 0.176, 0.351, 0.431, -0.573, 0.335, 0.372, 0.230, 0.333, 0.293, 0.461, 1.337, 2.603, -0.708, -0.748, -0.154, -1.277, -0.414, -0.920, -0.469, -1.387, -0.023, -0.040, 0.245, -0.986, -0.602, -0.859, -0.252, -0.076, 0.560, 0.431, 0.300, 0.503, 0.731, 0.432, 0.464, 0.396, 0.519, 0.343, -0.662, 0.390, 0.062, -0.257, -0.414], "e_homo_ha": -0.156, "lumo_energy_ev": 2.01, "energy_ev": -332963.30855, "total_charge": -1, "relative_energy_kcal_mol": 0.00}

{"formula": "C3H12N2O2", "method": "ωB97M-V/def2-TZVPD", "species": ["N", "C", "N", "C", "C", "O", "H", "H", "H", "H", "H", "H", "H", "H", "H", "H", "O", "H", "H"], "coordinates": [[-2.6440, 0.6799, -1.1840], [-1.2725, 0.6734, -1.7447], [-0.6797, -0.6619, -1.6881], [0.6721, -0.7241, -1.0485], [0.6147, -0.4670, 0.4645], [1.6251, -1.1502, 1.2247], [-3.2687, 0.3424, -1.9019], [-2.9042, 1.6451, -1.0139], [-0.7038, 1.4385, -1.2009], [-1.3100, 0.9691, -2.8028], [-1.2186, -1.2778, -1.0957], [1.3712, -0.0425, -1.5017], [0.9791, -1.7391, -1.3191], [-0.3524, -0.7374, 0.8696], [0.7362, 0.6045, 0.5822], [2.3456, -0.5141, 1.3089], [2.0405, 0.6394, 3.7938], [2.7194, 0.2182, 4.3494], [1.2503, 0.1038, 3.9083]], "mulliken_charge": [-0.652, -0.247, -0.454, -0.720, -0.336, -0.543, 0.243, 0.226, 0.282, 0.296, 0.275, 0.359, 0.310, 0.323, 0.307, 0.328, -0.636, 0.316, 0.321], "smiles": "NCNCCO.O", "e_homo_ha": -0.321, "lumo_energy_ev": 0.80, "energy_ev": -10379.84833, "total_charge": 0, "relative_energy_kcal_mol": 39.23}

{"formula": "C57H56AlN9O3P2S", "method": "ωB97M-V/def2-TZVPD", "species": ["Al", "O", "P", "C", "P", "O", "C", "C", "C", "C", "C", "C", "C", "C", "C", "C", "C", "C", "C", "C", "C", "C", "C", "C", "C", "C", "C", "C", "C", "C", "H", "H", "H", "H", "H", "H", "H", "H", "H", "H", "H", "H", "H", "H", "H", "H", "H", "H", "H", "H", "H", "H", "S", "C", "N", "N", "C", "C", "C", "C", "C", "C", "N", "N", "C", "C", "C", "C", "C", "C", "H", "H", "H", "H", "H", "H", "H", "H", "H", "H", "H", "C", "C", "C", "C", "C", "N", "C", "O", "N", "C", "C", "C", "C", "N", "C", "C", "C", "H", "H", "H", "H", "H", "H", "H", "H", "H", "H", "H", "H", "H", "N", "C", "N", "C", "C", "C", "C", "C", "H", "H", "H", "H", "H", "H", "H", "H", "H", "H"], "coordinates": [[-0.8127, -0.5810, 0.5233], [0.1750, -1.5231, 1.8133], [0.2358, -2.9591, 2.3210], [-0.9391, -3.9807, 1.3287], [-0.8267, -3.5792, -0.4555], [-0.8603, -2.0594, -0.6179], [-2.2270, -4.2548, -1.3363], [-2.0738, -5.1131, -2.4216], [-3.1965, -5.5338, -3.1175], [-4.4552, -5.0945, -2.7341], [-4.6046, -4.2295, -1.6562], [-3.4911, -3.8010, -0.9559], [0.6973, -4.3237, -1.0431], [0.8053, -5.7163, -1.0273], [1.9950, -6.3172, -1.3938], [3.0758, -5.5399, -1.7862], [2.9679, -4.1579, -1.8088], [1.7836, -3.5490, -1.4251], [-0.2504, -3.1037, 4.0414], [-1.5807, -3.2586, 4.4222], [-1.8960, -3.3583, 5.7673], [-0.8957, -3.3170, 6.7283], [0.4308, -3.1585, 6.3483], [0.7564, -3.0463, 5.0080], [1.9376, -3.5230, 2.2324], [2.2637, -4.8603, 2.4440], [3.5943, -5.2423, 2.4766], [4.5972, -4.2947, 2.3215], [4.2701, -2.9609, 2.1260], [2.9417, -2.5704, 2.0800], [-1.9353, -3.6879, 1.6594], [-0.7901, -5.0506, 1.4860], [-1.0864, -5.4387, -2.7236], [-3.0858, -6.2026, -3.9601], [-5.3287, -5.4211, -3.2821], [-5.5882, -3.8873, -1.3649], [-3.5920, -3.1033, -0.1324], [-0.0420, -6.3236, -0.7275], [2.0845, -7.3951, -1.3672], [4.0062, -6.0146, -2.0682], [3.8115, -3.5508, -2.1104], [1.7072, -2.4751, -1.3807], [-2.3705, -3.2955, 3.6842], [-2.9301, -3.4795, 6.0623], [-1.1485, -3.4079, 7.7762], [1.2117, -3.1298, 7.0959], [1.7895, -2.9274, 4.7072], [1.4819, -5.5943, 2.6042], [3.8519, -6.2811, 2.6357], [5.6356, -4.5959, 2.3616], [5.0509, -2.2195, 2.0180], [2.6690, -1.5313, 1.9421], [-2.8131, -1.1858, 1.6101], [-2.4763, -0.0732, 2.9275], [-3.0756, -0.3996, 4.0858], [-3.2828, 0.4385, 5.0789], [-3.5601, 1.8167, 5.0676], [-4.2507, 2.4109, 4.0116], [-4.5315, 3.7634, 4.0547], [-4.1226, 4.5346, 5.1363], [-3.4577, 3.9360, 6.1960], [-3.1874, 2.5786, 6.1724], [-1.7389, 1.0000, 2.7715], [-0.7736, 1.0503, 1.8348], [-0.4730, 2.2136, 1.3268], [-1.5107, 3.3226, 1.3278], [-0.9093, 4.5974, 0.9471], [-0.3655, 4.3977, -0.4158], [0.8305, 3.4848, -0.2505], [0.7476, 2.4434, 0.5890], [-3.3313, -0.0236, 5.9750], [-4.5943, 1.8031, 3.1861], [-5.0838, 4.2249, 3.2454], [-4.3403, 5.5936, 5.1583], [-3.1519, 4.5325, 7.0446], [-2.6611, 2.1030, 6.9913], [-2.0951, 3.2830, 2.2437], [-0.9138, 5.5171, 1.5076], [-0.0945, 5.3072, -0.9329], [1.7259, 3.7006, -0.8156], [1.5691, 1.7661, 0.7672], [4.2050, 7.5600, -2.1551], [2.9210, 6.9357, -2.6255], [1.7235, 7.6468, -2.5998], [0.5380, 7.0693, -3.0190], [0.5202, 5.7495, -3.4585], [-0.7211, 5.2077, -3.8997], [-0.9232, 3.9089, -4.3049], [-1.3336, 3.6187, -5.4033], [-0.6491, 2.8439, -3.4074], [-1.1766, 2.5658, -2.1368], [-1.5661, 3.6357, -1.1613], [-2.4189, 3.0515, 0.0053], [-2.6741, 1.6050, 0.0012], [-1.9662, 0.7645, -0.6725], [-1.3371, 1.2663, -1.8286], [1.7127, 5.0408, -3.5320], [2.8948, 5.6329, -3.1110], [4.1579, 8.6459, -2.2099], [5.0522, 7.2167, -2.7472], [4.3970, 7.2881, -1.1147], [1.7251, 8.6755, -2.2621], [-0.3828, 7.6409, -3.0122], [-1.2201, 5.8461, -4.5052], [-0.6585, 2.0015, -3.9661], [-2.1335, 4.3982, -1.6964], [-3.3318, 3.6243, 0.1622], [-3.3283, 1.2053, 0.7701], [-1.1073, 0.4949, -2.5513], [1.7164, 4.0448, -3.9542], [3.8247, 5.0799, -3.1828], [0.8880, -0.1593, -0.5273], [1.3096, -0.1529, -1.6100], [1.7625, -0.1861, -2.8214], [2.6204, 0.8572, -3.4009], [3.8215, 0.2200, -4.1191], [3.5356, -1.2424, -4.4832], [2.0902, -1.3913, -4.9525], [1.1265, -1.1067, -3.7935], [2.9369, 1.5333, -2.6085], [2.0216, 1.4293, -4.1136], [4.7176, 0.2757, -3.5015], [4.0117, 0.7911, -5.0281], [3.7028, -1.8918, -3.6201], [4.2215, -1.5591, -5.2672], [1.9034, -2.4018, -5.3137], [1.9045, -0.7063, -5.7818], [0.8696, -2.0258, -3.2707], [0.1978, -0.6652, -4.1690]], "mulliken_charge": [1.403, -0.381, 0.719, -1.164, 0.940, -0.126, 0.528, -0.725, -0.828, -0.550, -0.869, -0.466, 0.642, -0.892, -0.947, -0.920, -1.237, 0.780, 0.748, -0.383, -0.789, -0.645, -0.746, -0.813, 1.024, -0.440, -0.827, -0.596, -0.832, -0.284, 0.643, 0.805, 0.457, 0.447, 0.419, 0.468, 0.471, 0.580, 0.486, 0.463, 0.522, 0.028, 0.150, 0.515, 0.436, 0.453, 0.441, 0.396, 0.462, 0.434, 0.469, 0.354, -0.669, 1.080, -0.542, -0.075, 0.547, 0.017, -0.600, -0.628, -0.606, -0.526, -0.990, 0.626, -1.090, 0.996, -2.033, 0.757, -1.195, -0.590, 0.275, 0.425, 0.455, 0.432, 0.392, 0.417, 0.681, 0.315, 0.715, 0.714, 0.753, -1.453, 0.749, -0.845, -0.212, 0.008, 0.004, -0.156, -0.629, 0.263, -0.357, -0.314, -0.510, -1.447, 0.200, -1.681, -0.017, -0.974, 0.404, 0.373, 0.269, 0.396, 0.448, 0.318, 0.211, 0.977, 0.678, 1.145, 1.207, 0.578, 0.414, 0.034, -0.175, 0.724, -0.506, -0.988, -0.183, -0.977, -0.062, 0.397, 0.189, 0.390, 0.386, -0.264, 0.496, 0.493, 0.355, 0.017, 0.358], "e_homo_ha": [-0.424, -0.445], "lumo_energy_ev": [-4.72, -5.27], "energy_ev": -115572.28993, "total_charge": 2, "relative_energy_kcal_mol": 74.70}

{"formula": "C32H27NO6P2V", "method": "ωB97M-V/def2-TZVPD", "species": ["V", "O", "C", "O", "C", "C", "C", "C", "C", "N", "C", "O", "O", "H", "H", "H", "H", "H", "O", "P", "C", "P", "O", "C", "C", "C", "C", "C", "C", "C", "C", "C", "C", "C", "C", "C", "C", "C", "C", "C", "C", "C", "C", "C", "C", "C", "C", "H", "H", "H", "H", "H", "H", "H", "H", "H", "H", "H", "H", "H", "H", "H", "H", "H", "H", "H", "H", "H", "H"], "coordinates": [[-0.7067, 0.0203, -1.8504], [-1.1297, -2.6834, -4.9094], [-1.2832, -1.8943, -3.9231], [-0.3536, -1.3349, -3.2888], [-2.6660, -1.5641, -3.4833], [-3.8827, -1.9746, -3.9792], [-5.0252, -1.4165, -3.3919], [-4.9133, -0.4840, -2.3614], [-3.6414, -0.1363, -1.9332], [-2.5698, -0.6810, -2.4882], [-3.1954, 0.8919, -0.8872], [-3.9494, 2.0293, -0.7759], [-1.8696, 1.2448, -1.2898], [-0.2006, -2.8422, -5.1727], [-3.9501, -2.6803, -4.7976], [-6.0055, -1.6978, -3.7570], [-5.8000, -0.0373, -1.9295], [-4.3010, 2.3826, -1.6082], [-0.6765, -0.8696, -0.2327], [-0.4098, -0.0791, 1.1083], [0.7856, 1.2586, 0.8333], [1.9676, 0.9078, -0.5290], [0.9509, 0.6323, -1.7443], [2.9610, 2.3034, -0.8111], [2.3818, 3.5827, -0.9141], [3.1887, 4.6716, -1.1610], [4.5662, 4.4947, -1.3064], [5.1390, 3.2338, -1.2104], [4.3445, 2.1274, -0.9645], [2.8333, -0.5764, -0.1632], [3.4919, -0.6842, 1.0697], [4.2249, -1.8231, 1.3488], [4.3080, -2.8442, 0.4065], [3.6613, -2.7340, -0.8190], [2.9218, -1.5998, -1.1118], [-2.0315, 0.6925, 1.4686], [-3.2365, 0.3178, 0.6519], [-4.5113, 0.8597, 1.1944], [-4.6038, 1.6809, 2.2806], [-3.4276, 2.0028, 2.9517], [-2.1460, 1.5085, 2.5364], [0.1189, -1.1953, 2.3424], [0.1038, -2.5705, 2.0796], [0.5276, -3.4455, 3.0659], [0.9495, -2.9569, 4.2963], [0.9631, -1.5874, 4.5569], [0.5510, -0.6989, 3.5837], [1.3531, 1.4173, 1.7548], [0.2672, 2.1897, 0.5855], [1.3117, 3.7303, -0.8169], [2.7582, 5.6600, -1.2426], [5.1955, 5.3540, -1.4984], [6.2071, 3.1120, -1.3274], [4.7930, 1.1451, -0.8901], [3.4626, 0.1218, 1.7954], [4.7501, -1.9090, 2.2906], [4.8965, -3.7260, 0.6237], [3.7541, -3.5252, -1.5504], [2.4450, -1.5026, -2.0795], [-3.3501, -0.7748, 0.6259], [-5.4229, 0.4746, 0.7497], [-5.5597, 2.0509, 2.6272], [-3.4762, 2.6141, 3.8484], [-1.2912, 1.7805, 3.1444], [-0.2215, -2.9489, 1.1198], [0.5257, -4.5106, 2.8780], [1.2728, -3.6485, 5.0637], [1.2973, -1.2207, 5.5181], [0.5776, 0.3642, 3.7992]], "mulliken_charge": [0.756, -0.320, 0.477, -0.469, 0.308, -0.508, -0.640, -0.767, 0.138, -0.093, 1.246, -0.480, -0.663, 0.444, 0.585, 0.517, 0.533, 0.500, -0.545, 1.104, -1.336, 1.750, -0.426, 0.670, -0.533, -0.900, -0.504, -0.842, -0.391, 0.644, -0.157, -0.888, -0.605, -0.785, -0.567, 0.220, 0.040, -0.231, -1.009, -0.638, -0.289, 1.147, -0.294, -0.873, -0.587, -0.841, -0.573, 0.658, 0.749, 0.240, 0.458, 0.442, 0.460, 0.443, 0.450, 0.501, 0.494, 0.484, 0.502, 0.530, 0.565, 0.526, 0.521, 0.466, 0.391, 0.501, 0.478, 0.493, 0.321], "multiplicity": 2, "e_homo_ha": [-0.703, -0.703], "lumo_energy_ev": [-13.80, -13.73], "energy_ev": -91626.33459, "total_charge": 4, "relative_energy_kcal_mol": 11.98}